(1)
Here is an isolated molecule of C27H27N3O5 from the Open Molecules 2025 dataset. Energies are from ωB97M-V/def2-TZVPD.

XYZ file:
```
62
Properties=species:S:1:pos:R:3:forces:R:3
O 2.28325 -2.86083 -0.14827 0.159 0.009 0.109
O -0.16746 6.45659 -1.17088 -0.199 -0.002 -0.001
O 4.78182 0.66607 -0.58932 -0.164 0.056 0.075
O -1.20894 -6.77551 1.97913 0.045 0.309 0.129
O 2.84246 0.49797 0.54661 -0.266 0.089 0.147
N 3.09868 9.60092 -1.61898 0.449 0.186 0.077
N -1.53861 -0.96560 -0.02930 0.289 0.061 -0.044
N 2.06513 6.35510 -1.65206 0.379 0.141 -0.141
C -3.47655 -4.40198 0.31538 0.027 0.211 0.142
C 3.72798 1.13092 -0.23123 0.461 0.035 -0.209
C -1.50617 -7.99040 1.33632 -0.061 -0.201 -0.110
C 4.16840 3.41581 -1.08054 -0.111 -0.164 0.061
C 3.25186 2.49233 -0.58288 -0.103 0.163 -0.054
C 0.86635 8.40566 -2.10492 -0.797 -0.362 -0.066
C 3.07455 -0.86423 0.87694 0.437 -0.602 -0.066
C -3.74020 -1.91512 0.57929 0.242 -0.008 -0.178
C -1.51064 -4.47484 2.24721 0.055 -0.213 -0.033
C -0.52757 -2.89269 -1.26624 -0.004 -0.054 -0.053
C 0.85299 6.95860 -1.57271 0.126 0.276 -0.097
C 2.41855 5.05236 -1.28028 -0.019 -0.433 0.113
C 1.49724 4.12743 -0.79570 -0.204 0.163 -0.022
C 1.91551 2.85819 -0.44846 0.355 -0.071 -0.014
C -2.08147 1.08748 1.32921 -0.064 -0.143 -0.073
C 2.09800 9.09143 -1.83712 0.246 0.324 -0.010
C 1.97590 -1.77623 0.30797 0.387 0.192 -0.013
C 3.75746 4.68592 -1.42183 -0.102 0.040 0.017
C -1.87318 -5.65363 1.59298 -0.030 0.155 0.001
C 0.63144 -1.25466 0.36983 -0.830 -0.128 -0.197
C -2.86834 -5.60802 0.62286 0.147 -0.357 0.015
C 0.17361 -0.12400 1.10628 -0.244 -0.116 -0.020
C -2.88718 -1.18443 -0.47773 -0.578 -0.055 0.038
C -1.15422 0.02876 0.84536 0.192 0.377 0.390
C -3.12003 -3.22849 0.96091 -0.251 0.005 -0.016
C -2.12767 -3.28395 1.93545 -0.062 -0.164 -0.028
C -0.47465 -1.75601 -0.31396 0.677 -0.110 -0.061
H -2.53281 1.62546 0.49486 -0.066 0.102 0.005
H -2.88452 0.67865 1.94207 -0.095 0.062 0.056
H -2.54910 -8.28531 1.49410 0.043 0.020 -0.021
H -0.85119 -8.73200 1.79067 -0.068 0.016 -0.064
H -3.83516 -1.28543 1.46455 -0.074 0.047 -0.022
H 0.70058 8.36895 -3.18667 -0.045 0.024 0.097
H 0.46227 4.40668 -0.69247 -0.004 -0.002 -0.007
H 0.75900 0.48409 1.76494 0.046 0.228 0.116
H 2.84219 6.91794 -1.97770 -0.202 -0.039 0.095
H -1.20217 -3.67055 -0.91187 -0.046 -0.091 -0.017
H 0.46890 -3.31469 -1.35497 -0.051 -0.010 -0.029
H -3.17772 -6.49861 0.09875 0.003 -0.104 -0.017
H -0.73691 -4.52270 2.99616 0.112 -0.005 0.106
H -1.83413 -2.38367 2.45507 0.065 0.145 0.050
H -1.30068 -7.93785 0.26226 -0.022 0.005 0.036
H -2.85671 -1.78348 -1.38964 0.007 0.114 0.038
H -4.73583 -2.07126 0.16098 -0.041 0.047 0.040
H -1.52290 1.79905 1.93113 0.001 0.046 0.027
H -0.86300 -2.56251 -2.25081 -0.056 -0.022 -0.068
H 5.19990 3.11817 -1.18962 0.087 -0.016 -0.023
H 4.04454 -1.18568 0.48398 -0.253 0.003 0.116
H 3.07566 -0.95086 1.96908 0.006 0.051 -0.104
H -3.34753 -0.21956 -0.70984 0.085 -0.091 -0.081
H 0.03167 8.94367 -1.64892 0.070 -0.147 -0.073
H 4.47154 5.40410 -1.79979 0.086 0.068 -0.035
H -4.24534 -4.38184 -0.44476 -0.089 0.002 -0.074
H 1.20116 2.13830 -0.08088 -0.083 -0.061 0.046
```
Positions in Å, forces in eV/Å.

HOMO energy: -0.2968 Eh
net charge: 0
SMILES: COc1ccc(CCn2c(C)cc(C(=O)COC(=O)c3ccc(NC(=O)CC#N)cc3)c2C)cc1

Atom charges from the Mulliken analysis, given in e for atoms 1 to 8: -0.6733, -0.6146, -0.6293, -0.4509, -0.1870, -0.3940, 0.3121, -0.1130

(2)
Here is a structure of composition C27H27N5P2PtSSe from the Open Molecules 2025 dataset. Energies are from ωB97M-V/def2-TZVPD.

XYZ file:
```
64
Properties=species:S:1:pos:R:3:forces:R:3
Pt 0.85869 0.81606 -1.97394 -0.602 0.486 -0.233
Se 3.18438 0.38364 -1.88841 0.228 -0.299 -0.056
S 0.54072 3.04056 -2.82288 0.105 0.290 -0.102
P -0.23611 0.02807 1.38964 0.402 0.150 -0.082
P 0.21390 -1.13346 -1.31488 0.768 -0.557 -0.026
N -0.73746 -0.97034 0.06182 -0.172 -0.194 0.378
N 1.89403 2.59780 0.07195 -0.172 0.510 0.159
N 2.09051 3.77428 -0.63964 -0.162 -0.212 0.040
N 2.72016 5.81553 -1.16505 0.012 -0.225 0.135
N 1.91184 5.26976 -2.11980 -0.005 0.087 -0.044
C -2.45711 -1.10763 2.75165 -0.043 0.087 -0.092
C -0.91939 -1.94472 -2.47486 -0.133 -0.105 0.000
C -1.33369 -3.25600 -2.23973 0.014 -0.036 0.034
C -2.22775 -2.39941 4.76356 -0.077 -0.019 0.014
C -1.37267 2.36990 2.30058 0.013 0.081 0.049
C -1.97996 1.80596 0.05159 0.015 -0.006 -0.129
C 3.15719 -3.91091 -1.74570 -0.018 -0.010 0.020
C 1.50239 4.03334 -1.83545 -0.038 -0.252 0.081
C -2.23812 -3.87019 -3.08923 0.000 0.096 -0.063
C 1.39999 -2.46744 -0.95178 -0.034 0.016 -0.030
C 3.27082 -4.47856 -0.48134 -0.005 0.034 -0.040
C -2.65727 3.01367 -0.06613 -0.028 0.033 0.028
C -1.41241 -1.26227 -3.58085 0.003 0.016 0.029
C -2.72775 -3.17814 -4.19056 -0.032 -0.054 -0.008
C 3.61681 4.95086 0.97487 0.039 0.056 0.060
C -0.28669 -1.45372 3.71748 0.016 -0.044 0.042
C -3.02991 -1.85360 3.76586 0.067 -0.032 0.056
C 1.51914 -3.03718 0.30743 -0.080 0.009 0.120
C -1.07709 -0.90225 2.71423 -0.040 -0.069 0.133
C 2.45279 -4.03971 0.54578 0.004 0.003 -0.043
C -2.69584 3.89949 0.99927 0.046 -0.079 0.073
C -2.31423 -1.87918 -4.43774 0.039 0.054 0.025
C -1.32724 1.47701 1.22980 -0.106 0.033 0.044
C -2.05425 3.56980 2.19068 -0.079 0.008 -0.079
C 2.82781 4.87233 -0.27401 0.031 0.284 -0.231
C 2.23432 -2.90807 -1.97777 0.003 -0.037 -0.068
C -0.85793 -2.19936 4.74271 0.007 0.042 -0.088
H 4.35591 4.15118 1.01910 -0.015 -0.036 -0.035
H -3.15140 3.26212 -0.99620 -0.004 0.002 -0.019
H 4.00347 -5.25410 -0.30117 0.004 -0.020 0.014
H -3.42723 -3.65916 -4.86202 -0.007 -0.002 -0.004
H 2.53800 -4.47236 1.53368 -0.005 -0.004 0.024
H 3.80138 -4.23626 -2.55120 0.027 -0.026 0.002
H -0.87398 2.13057 3.23534 0.026 -0.046 -0.031
H -1.20014 -1.81391 0.38578 -0.177 0.048 -0.227
H -0.23127 -2.62021 5.51668 0.009 -0.020 0.036
H 0.88839 -2.70320 1.12390 0.017 0.010 -0.017
H 2.17853 -2.45277 -2.95868 -0.038 0.041 0.010
H -3.08596 -0.66707 1.98558 0.012 0.010 -0.010
H -3.22552 4.83865 0.91116 -0.004 0.018 -0.016
H -0.93066 -3.81143 -1.40017 0.018 0.015 0.016
H -2.67805 -2.97854 5.55932 -0.002 -0.006 0.007
H -1.94685 1.11834 -0.78682 -0.034 0.021 0.032
H 2.58103 1.88842 -0.21891 0.152 -0.079 0.071
H 2.97702 4.87177 1.85491 -0.026 -0.013 -0.007
H -2.09063 4.24671 3.03439 -0.001 0.026 0.003
H 4.12535 5.91053 1.00427 0.007 0.005 -0.012
H -2.55279 -4.88779 -2.90319 -0.002 -0.031 0.013
H 1.86935 2.80024 1.06242 0.034 -0.060 0.019
H -4.10054 -2.00532 3.78439 -0.030 -0.011 0.016
H -1.07041 -0.25067 -3.76678 -0.009 -0.011 -0.050
H 0.78513 -1.29705 3.69196 0.025 0.008 0.006
H -2.68616 -1.34331 -5.30045 -0.016 0.001 -0.022
H 1.69542 5.76872 -2.96642 0.053 0.015 0.071
```
Positions in Å, forces in eV/Å.

HOMO energy (alpha / beta): -0.2309 / -0.2306 Eh
net charge: 0

Atom charges from the Mulliken analysis, given in e for atoms 1 to 8: 1.0225, -0.7428, -0.6155, -0.0661, -0.3863, -0.1528, -0.6708, 0.4896

Energy? In order: -1585.57744, -4920.52571 Eh.
Molar mass? In order: 473.53, 789.60 g/mol.